(1)
DFT (wB97M-V/def2-TZVPD) results for 10 unconnected molecules or ions with the total composition C36H70O19 in a non-equilibrium geometry.

XYZ file:
```
125
Properties=species:S:1:pos:R:3:lowdin_charge:R:1
C -2.66 7.56 -2.29 -0.07
O -3.71 7.76 -3.17 0.02
C -4.58 8.71 -2.95 -0.56
O -4.64 9.47 -1.99 0.10
O -5.55 8.65 -3.92 -0.03
C -6.81 9.33 -3.88 -0.04
H -1.99 8.40 -2.14 0.10
H -2.19 6.64 -2.64 0.10
H -3.00 7.33 -1.28 0.10
H -6.80 10.14 -4.61 0.09
H -7.00 9.73 -2.88 0.09
H -7.63 8.64 -4.07 0.09
C 5.36 -2.00 4.52 -0.01
O 4.56 -3.13 4.05 -0.03
C 4.80 -3.84 2.91 -0.55
O 5.81 -3.67 2.24 0.10
O 3.83 -4.74 2.69 0.01
C 4.01 -5.67 1.66 -0.07
H 6.39 -2.34 4.39 0.08
H 5.20 -1.73 5.56 0.09
H 5.28 -1.21 3.78 0.09
H 4.31 -5.13 0.77 0.10
H 3.17 -6.32 1.39 0.09
H 4.78 -6.41 1.85 0.10
C 5.42 6.77 -11.44 -0.04
O 4.73 6.48 -10.21 -0.01
C 3.99 5.34 -10.11 -0.53
O 3.72 4.54 -11.04 0.08
O 3.39 5.34 -8.92 0.00
C 2.60 4.23 -8.50 -0.05
H 6.24 7.46 -11.24 0.09
H 4.74 7.16 -12.20 0.09
H 5.79 5.88 -11.94 0.09
H 1.81 4.06 -9.22 0.09
H 2.12 4.39 -7.54 0.09
H 3.09 3.27 -8.38 0.10
C 1.24 -14.83 0.41 -0.05
O 0.14 -14.01 0.63 0.02
C 0.24 -13.08 1.53 -0.66
O 1.20 -12.96 2.29 0.09
O -0.86 -12.41 1.57 0.04
C -0.89 -11.22 2.41 -0.02
H 1.54 -15.44 1.26 0.10
H 2.04 -14.15 0.13 0.10
H 1.10 -15.51 -0.43 0.10
H -0.17 -10.46 2.10 0.09
H -0.81 -11.35 3.48 0.10
H -1.81 -10.63 2.31 0.09
O -3.33 -7.98 -7.91 0.10
C -3.18 -8.50 -6.82 -0.45
C -2.60 -9.86 -6.43 -0.09
C -2.96 -10.10 -4.98 -0.13
C -3.15 -8.58 -4.51 -0.14
O -3.53 -7.86 -5.68 0.02
H -3.03 -10.62 -7.08 0.12
H -1.54 -9.75 -6.69 0.13
H -3.87 -10.66 -4.78 0.11
H -2.14 -10.61 -4.46 0.11
H -3.84 -8.53 -3.68 0.12
H -2.20 -8.17 -4.16 0.12
C -9.90 1.06 -1.68 -0.21
C -9.81 2.55 -1.50 -0.17
C -8.90 2.62 -0.25 -0.22
O -7.94 1.68 -0.57 -0.13
C -8.48 0.69 -1.48 -0.21
H -10.24 0.79 -2.68 0.12
H -10.50 0.62 -0.88 0.12
H -10.75 2.99 -1.19 0.11
H -9.40 3.00 -2.40 0.12
H -9.44 2.37 0.66 0.12
H -8.41 3.57 -0.06 0.12
H -8.40 -0.34 -1.12 0.12
H -8.10 0.77 -2.50 0.12
C 3.87 5.77 5.88 -0.19
C 3.99 5.96 4.39 -0.19
C 5.07 7.04 4.23 -0.19
O 5.87 6.94 5.42 -0.13
C 5.33 5.89 6.25 -0.21
H 3.37 4.83 6.09 0.12
H 3.42 6.58 6.44 0.12
H 3.06 6.16 3.86 0.11
H 4.27 4.98 3.99 0.11
H 4.46 7.95 4.23 0.11
H 5.63 7.10 3.30 0.11
H 5.39 6.25 7.28 0.12
H 5.87 4.96 6.11 0.12
C -1.32 0.11 11.25 -0.16
C -2.19 1.00 10.34 -0.16
C -1.79 2.36 10.85 -0.27
O -0.50 2.26 11.35 -0.11
C -0.52 1.05 12.11 -0.21
H -0.56 -0.40 10.65 0.11
H -1.99 -0.60 11.74 0.11
H -3.25 0.82 10.53 0.11
H -2.03 0.92 9.27 0.11
H -2.53 2.69 11.57 0.12
H -1.91 3.03 10.00 0.12
H -1.11 1.31 12.99 0.11
H 0.44 0.74 12.51 0.13
C 6.59 1.98 -1.69 -0.18
C 5.32 2.64 -2.25 -0.16
C 5.78 4.10 -2.56 -0.19
O 7.12 3.86 -2.93 -0.17
C 7.70 2.61 -2.51 -0.19
H 6.53 0.89 -1.82 0.11
H 6.74 2.23 -0.65 0.11
H 4.44 2.72 -1.61 0.10
H 5.06 2.10 -3.16 0.11
H 5.91 4.67 -1.64 0.11
H 5.14 4.61 -3.28 0.12
H 8.62 2.69 -1.93 0.12
H 7.89 2.02 -3.41 0.11
C -1.68 -1.39 -0.61 -0.18
C -1.71 -1.42 0.93 -0.18
C -0.90 -0.25 1.34 -0.26
O -1.17 0.71 0.38 -0.14
C -1.61 0.06 -0.87 -0.18
H -2.67 -1.74 -0.93 0.11
H -0.79 -1.87 -1.00 0.12
H -1.22 -2.31 1.32 0.11
H -2.77 -1.38 1.17 0.12
H 0.16 -0.41 1.53 0.12
H -1.40 0.22 2.19 0.12
H -0.81 0.18 -1.61 0.11
H -2.54 0.54 -1.15 0.12
```

Calculated values
Net charge: 0
Orbital gap in eV: 9.6
LUMO in eV: 0.2
2S+1: 1
SMILES: COC(=O)OC.COC(=O)OC.COC(=O)OC.COC(=O)OC.O=C1CCCO1.C1CCOC1.C1CCOC1.C1CCOC1.C1CCOC1.C1CCOC1



(2)
DFT (wB97M-V/def2-TZVPD) results for a single C11H22N4 molecule in a non-equilibrium geometry.

XYZ file:
```
37
Properties=species:S:1:pos:R:3:nbo_charge:R:1
C 2.57 -1.32 0.22 -0.61
C 2.06 -2.61 -0.40 -0.40
C 0.91 -3.24 0.39 -0.39
C -0.38 -2.42 0.44 -0.40
C -1.09 -2.27 -0.92 -0.40
C -0.77 -0.97 -1.66 -0.39
C -1.41 0.26 -1.01 -0.40
C -1.01 1.55 -1.70 -0.38
C -1.54 2.78 -0.97 -0.44
C -0.95 2.88 0.39 0.38
N 0.33 2.85 0.69 -0.54
C 0.35 2.95 2.04 0.46
N 1.52 3.03 2.74 -0.81
N -0.84 3.03 2.59 -0.37
N -1.67 2.98 1.52 -0.36
H 2.87 -1.48 1.25 0.20
H 1.81 -0.54 0.19 0.20
H 3.44 -0.96 -0.33 0.21
H 1.75 -2.44 -1.43 0.19
H 2.88 -3.34 -0.42 0.20
H 1.24 -3.41 1.42 0.20
H 0.68 -4.22 -0.04 0.20
H -1.06 -2.92 1.13 0.21
H -0.17 -1.44 0.86 0.20
H -0.81 -3.11 -1.56 0.20
H -2.17 -2.32 -0.77 0.20
H -1.14 -1.05 -2.69 0.20
H 0.30 -0.81 -1.71 0.20
H -2.50 0.15 -1.03 0.19
H -1.11 0.31 0.04 0.20
H -1.38 1.55 -2.73 0.20
H 0.08 1.62 -1.73 0.22
H -2.63 2.74 -0.89 0.21
H -1.27 3.68 -1.54 0.23
H 1.45 2.81 3.72 0.39
H 2.32 2.65 2.26 0.39
H -2.67 3.03 1.65 0.41
```

Calculated values
Net charge: 0
Orbital gap in eV: 9.3
LUMO in eV: 1.0
2S+1: 1
Energy above the lowest of the compared OMol25 structures with the same formula, charge and spin in kcal/mol: 0.8
SMILES: CCCCCCCCCc1nc(N)n[nH]1



(3)
DFT (wB97M-V/def2-TZVPD) results for 2 unconnected molecules or ions with the total composition C14H16O2 in a non-equilibrium geometry.

XYZ file:
```
32
Properties=species:S:1:pos:R:3:nbo_charge:R:1
C 3.13 2.33 -1.20 -0.63
C 2.66 0.90 -1.39 -0.06
C 3.07 0.20 -2.48 -0.18
C 2.63 -1.14 -2.69 -0.28
C 1.81 -1.66 -1.73 0.30
O 1.38 -2.95 -1.94 -0.72
C 1.41 -0.96 -0.57 -0.27
C 2.04 0.22 -0.29 -0.17
H 3.59 2.50 -0.21 0.21
H 2.31 3.05 -1.08 0.21
H 3.75 2.67 -2.03 0.22
H 3.54 0.63 -3.36 0.21
H 2.54 -1.46 -3.73 0.23
H 0.57 -3.35 -1.62 0.50
H 0.81 -1.46 0.17 0.21
H 1.95 0.74 0.65 0.21
C -2.82 2.78 0.03 -0.62
C -2.49 1.51 0.81 -0.05
C -1.22 1.21 1.29 -0.20
C -0.92 0.06 1.99 -0.28
C -2.02 -0.81 2.22 0.30
O -1.80 -1.93 2.99 -0.69
C -3.31 -0.60 1.79 -0.28
C -3.49 0.61 1.08 -0.18
H -2.73 2.56 -1.03 0.22
H -2.07 3.55 0.25 0.21
H -3.79 3.11 0.38 0.22
H -0.48 1.97 1.59 0.21
H 0.06 -0.09 2.40 0.21
H -0.86 -2.17 3.10 0.48
H -4.10 -1.26 2.08 0.23
H -4.45 0.77 0.58 0.21
```

Calculated values
Net charge: 0
Orbital gap in eV: 8.8
LUMO in eV: 0.6
2S+1: 1
Energy above the lowest of the compared OMol25 structures with the same formula, charge and spin in kcal/mol: 40.0
SMILES: Cc1ccc(O)cc1.Cc1ccc(O)cc1



(4)
DFT (wB97M-V/def2-TZVPD) results for a molecular structure, C22H56F2Mn2N4O7 in a non-equilibrium geometry.

XYZ file:
```
93
Properties=species:S:1:pos:R:3:lowdin_spin:R:1
Mn 0.50 0.71 0.76 4.72
Mn -2.48 1.81 -0.10 4.74
F -1.00 0.49 -0.81 0.11
F -1.10 2.00 1.44 0.11
C 5.48 3.38 3.90 0.00
O 4.82 2.63 2.89 0.00
C 4.19 1.40 3.41 0.00
C 3.25 0.83 2.29 0.01
N 1.85 1.43 2.33 0.04
C 1.90 2.91 2.09 0.00
C 2.06 3.31 0.68 0.01
O 1.30 2.41 -0.04 0.05
C 1.33 2.48 -1.48 0.01
H 5.37 4.42 3.59 0.00
H 6.53 3.13 3.77 0.00
H 5.24 3.26 4.95 0.00
H 3.54 1.72 4.22 0.00
H 5.00 0.71 3.64 0.00
H 3.00 -0.23 2.35 0.00
H 3.64 1.12 1.32 0.00
H 1.58 1.33 3.30 0.00
H 2.60 3.45 2.73 0.00
H 0.97 3.25 2.56 0.00
H 3.08 3.29 0.31 0.00
H 1.63 4.31 0.63 0.00
H 0.52 1.89 -1.90 0.00
H 2.32 2.08 -1.68 0.00
H 1.12 3.48 -1.85 0.00
C 4.52 -0.24 -2.24 0.00
O 3.70 -1.39 -2.46 0.00
C 2.87 -1.18 -3.62 0.00
C 1.72 -2.10 -3.82 0.00
N 1.13 -2.01 -2.43 0.00
C -0.26 -2.64 -2.38 0.00
C -0.42 -4.02 -2.93 0.00
O 0.46 -4.95 -2.29 0.00
C 0.06 -6.28 -2.50 0.00
H 5.34 -0.57 -1.59 0.00
H 4.03 0.48 -1.59 0.00
H 4.93 0.24 -3.13 0.00
H 3.54 -1.26 -4.48 0.00
H 2.61 -0.12 -3.68 0.00
H 2.12 -3.08 -4.07 0.00
H 1.08 -1.77 -4.64 0.00
H 0.84 -1.04 -2.36 0.00
H -0.89 -1.97 -2.97 0.00
H -0.77 -2.60 -1.42 0.00
H -0.31 -4.16 -4.00 0.00
H -1.48 -4.18 -2.75 0.00
H 0.80 -6.94 -2.04 0.00
H 0.21 -6.41 -3.57 0.00
H -0.97 -6.65 -2.40 0.00
C -4.84 -0.76 1.17 0.00
O -4.03 -0.32 0.06 0.03
C -4.57 -0.50 -1.16 0.00
C -3.81 0.21 -2.40 0.00
N -3.63 1.57 -1.98 0.03
C -2.68 2.25 -2.95 0.00
C -2.25 3.58 -2.52 0.00
O -1.93 3.52 -1.15 0.05
C -1.41 4.76 -0.57 0.01
H -5.75 -0.17 1.27 0.00
H -4.27 -0.72 2.10 0.00
H -5.02 -1.83 1.14 0.00
H -5.53 0.01 -1.18 0.00
H -4.57 -1.58 -1.27 0.00
H -4.48 0.16 -3.27 0.00
H -2.99 -0.48 -2.58 0.00
H -4.55 1.99 -2.08 0.00
H -3.10 2.15 -3.95 0.00
H -1.75 1.69 -2.88 0.00
H -2.96 4.36 -2.78 0.00
H -1.46 3.76 -3.25 0.00
H -0.75 5.27 -1.27 0.00
H -0.90 4.66 0.39 0.00
H -2.24 5.46 -0.49 0.00
C -2.03 -2.30 1.03 0.00
C -1.55 -1.48 2.33 0.01
C -1.64 -2.35 3.63 0.00
O -0.99 -1.98 4.86 0.00
C -1.23 -2.65 6.12 0.00
N -0.18 -0.99 1.98 0.03
H -1.97 -1.65 0.16 0.00
H -3.05 -2.69 1.04 0.00
H -1.47 -3.24 0.96 0.00
H -2.05 -0.52 2.44 0.00
H -1.42 -3.41 3.51 0.00
H -2.70 -2.38 3.90 0.00
H -0.37 -2.39 6.74 0.00
H -1.17 -3.73 6.03 0.00
H -2.17 -2.42 6.62 0.00
H 0.08 -1.85 1.51 0.00
H 0.31 -1.18 2.84 0.00
```

Calculated values
Net charge: +2
<S²>: 30.01
Orbital gap (spin up / spin down) in eV: 8.3 / 7.7
LUMO (spin up / spin down) in eV: -4.9 / -5.4
2S+1: 11
Energy above the lowest of the compared OMol25 structures with the same formula, charge and spin in kcal/mol: 64.5



(5)
DFT (wB97M-V/def2-TZVPD) results for 2 unconnected molecules or ions with the total composition C11H26B3NO6 in a non-equilibrium geometry.

XYZ file:
```
47
Properties=species:S:1:pos:R:3:nbo_charge:R:1
C -3.03 0.53 -4.80 -0.64
C -1.66 1.24 -5.39 -0.43
C -0.49 0.19 -5.85 -0.43
C -0.42 -1.20 -4.96 -0.23
N 0.09 -0.92 -3.57 -0.93
B -0.55 -1.77 -2.49 1.27
O -1.87 -2.41 -2.53 -0.93
B -2.68 -1.65 -1.51 1.03
O -2.15 -1.72 -0.11 -0.93
B -0.67 -1.49 -0.10 1.21
C -0.11 -0.66 1.24 -0.59
C -1.40 -0.23 2.20 -0.63
C 0.84 0.63 0.84 -0.40
C -0.03 1.94 0.37 -0.65
O 0.23 -1.93 -1.22 -0.91
H -3.03 0.53 -3.61 0.21
H -3.25 -0.54 -5.21 0.22
H -3.98 1.20 -5.09 0.22
H -1.27 2.08 -4.64 0.21
H -2.00 1.83 -6.36 0.22
H -0.51 -0.01 -7.02 0.22
H 0.55 0.74 -5.66 0.21
H 0.37 -1.91 -5.49 0.20
H -1.45 -1.76 -5.02 0.21
H 0.13 0.10 -3.34 0.41
H -3.61 -1.03 -1.85 -0.10
H 0.54 -1.40 1.88 0.25
H -1.90 -1.21 2.61 0.22
H -2.23 0.38 1.62 0.21
H -1.07 0.42 3.14 0.22
H 1.45 0.94 1.82 0.22
H 1.63 0.37 0.00 0.22
H -0.26 2.66 1.29 0.22
H -0.99 1.69 -0.26 0.20
H 0.68 2.56 -0.36 0.21
C 4.48 0.85 4.28 -0.26
O 4.16 0.34 5.57 -0.50
C 2.83 0.15 5.78 0.98
O 1.94 0.39 4.98 -0.64
O 2.67 -0.34 7.04 -0.50
C 1.32 -0.58 7.40 -0.26
H 5.57 0.96 4.22 0.20
H 4.16 0.16 3.49 0.19
H 4.03 1.84 4.13 0.19
H 0.87 -1.33 6.74 0.19
H 0.74 0.35 7.38 0.19
H 1.30 -0.97 8.42 0.20
```

Calculated values
Net charge: 0
Orbital gap in eV: 10.1
LUMO in eV: 0.5
2S+1: 1
Energy above the lowest of the compared OMol25 structures with the same formula, charge and spin in kcal/mol: 138.3
SMILES: CCCCNB1OBOB([C@H](C)CC)O1.COC(=O)OC



(6)
DFT (wB97M-V/def2-TZVPD) results for a molecular structure, C2H5NO2 in a non-equilibrium geometry.

XYZ file:
```
10
Properties=species:S:1:pos:R:3:nbo_charge:R:1
C 0.45 1.14 0.80 -0.41
C -0.17 0.25 1.50 -0.35
N 1.15 -0.23 -1.16 0.24
O -0.76 -1.59 -1.31 -0.72
O 0.26 -0.36 -1.87 0.02
H -0.03 1.29 -0.20 0.18
H 1.30 1.75 0.96 0.21
H -1.16 -0.14 1.08 0.21
H 0.18 -0.30 2.37 0.20
H -1.22 -1.83 -2.17 0.43
```

Calculated values
Net charge: 0
Orbital gap (spin up / spin down) in eV: 8.8 / 8.8
LUMO (spin up / spin down) in eV: -0.7 / -0.7
2S+1: 1
Energy above the lowest of the compared OMol25 structures with the same formula, charge and spin in kcal/mol: 170.4



(7)
DFT (wB97M-V/def2-TZVPD) results for a molecular structure, C32H48AsNO4P2RuS4.

XYZ file:
```
93
Properties=species:S:1:pos:R:3:lowdin_spin:R:1
Ru 0.21 0.58 1.24 3.65
O -3.69 2.71 2.00 0.01
C -2.89 1.81 1.72 0.01
O -1.67 1.73 2.05 0.10
C -3.43 0.66 0.83 0.01
P -2.17 -0.64 0.67 0.08
C -2.54 -1.78 2.05 0.01
C -3.23 -1.35 3.19 0.01
C -3.47 -2.24 4.23 0.00
C -3.02 -3.55 4.16 0.01
C -2.29 -3.96 3.05 0.00
C -2.06 -3.09 2.00 0.00
C -2.73 -1.61 -0.77 0.02
C -3.98 -2.22 -0.81 0.00
C -4.39 -2.90 -1.95 0.00
C -3.55 -2.98 -3.05 0.00
C -2.30 -2.38 -3.02 0.00
C -1.89 -1.69 -1.88 0.00
H -3.61 1.06 -0.17 0.00
H -4.38 0.31 1.21 0.00
H -3.57 -0.33 3.27 0.00
H -4.02 -1.90 5.10 0.00
H -3.21 -4.24 4.97 0.00
H -1.92 -4.98 2.99 0.00
H -1.49 -3.41 1.14 0.00
H -4.63 -2.17 0.05 0.00
H -5.36 -3.37 -1.97 0.00
H -3.87 -3.52 -3.94 0.00
H -1.64 -2.45 -3.87 0.00
H -0.91 -1.24 -1.84 0.00
O 6.10 -1.74 -1.65 0.00
C 5.13 -1.44 -1.01 0.00
S 3.55 -2.22 -1.17 0.01
C 2.71 -1.31 0.08 0.02
C 3.43 -0.38 0.74 0.03
S 2.86 0.67 2.01 0.14
S 5.12 -0.22 0.27 0.01
S 1.01 -1.67 0.29 0.18
C -1.95 2.83 -1.61 0.00
C -0.90 3.94 -1.37 0.02
C -0.95 4.94 -2.53 0.00
C -1.34 4.64 -0.08 0.00
P 0.76 3.11 -1.06 0.12
N 0.55 1.84 -0.18 0.39
C 1.92 4.32 -0.19 0.02
C 3.35 3.76 -0.22 0.00
C 1.54 4.36 1.30 0.00
C 1.93 5.74 -0.76 0.00
C 1.53 2.58 -2.70 0.02
C 2.09 3.70 -3.57 0.00
C 0.46 1.83 -3.51 0.00
C 2.62 1.54 -2.40 0.00
H -2.94 3.25 -1.43 0.00
H -1.78 2.01 -0.92 0.00
H -1.93 2.44 -2.63 0.00
H -1.95 5.38 -2.56 0.00
H -0.78 4.46 -3.50 0.00
H -0.23 5.75 -2.42 0.00
H -2.38 4.96 -0.20 0.00
H -0.76 5.53 0.13 0.00
H -1.30 3.97 0.78 0.00
H 3.39 2.74 0.16 0.00
H 3.96 4.38 0.45 0.00
H 3.81 3.81 -1.20 0.00
H 1.60 3.37 1.74 0.00
H 0.55 4.76 1.49 0.00
H 2.27 5.00 1.81 0.00
H 2.18 5.76 -1.83 0.00
H 2.70 6.31 -0.24 0.00
H 0.99 6.26 -0.62 0.00
H 1.35 4.47 -3.80 0.00
H 2.44 3.27 -4.51 0.00
H 2.95 4.19 -3.11 0.00
H -0.30 2.49 -3.92 0.00
H -0.02 1.06 -2.91 0.00
H 0.95 1.34 -4.36 0.00
H 3.52 1.96 -1.97 0.00
H 2.91 1.06 -3.35 0.00
H 2.25 0.77 -1.73 0.00
C -0.13 -1.60 5.73 0.00
As 1.03 -0.85 4.39 0.01
C 1.88 -2.37 3.59 0.00
C 2.33 0.15 5.40 0.00
O 0.08 0.12 3.44 0.08
H 0.44 -2.19 6.46 0.00
H -0.86 -2.23 5.23 0.00
H -0.65 -0.78 6.23 0.00
H 2.27 -3.01 4.38 0.00
H 2.67 -2.03 2.92 0.00
H 1.13 -2.89 3.00 0.00
H 2.86 -0.52 6.08 0.00
H 1.80 0.91 5.97 0.00
H 3.03 0.61 4.70 0.00
```

Calculated values
Net charge: -1
<S²>: 8.77
Orbital gap (spin up / spin down) in eV: 6.1 / 6.4
LUMO (spin up / spin down) in eV: 2.5 / 2.5
2S+1: 6
Energy above the lowest of the compared OMol25 structures with the same formula, charge and spin in kcal/mol: 1.7